# 1
The following is a quantum chemistry calculation of a 19-piece molecular cluster, H37O19 overall at a distorted geometry, from the OMol25 dataset.

Element x y z (Å)
H -0.527 -3.499 1.604
O -1.471 1.981 4.016
H 4.272 1.429 -0.087
H -4.194 0.551 2.315
H -0.788 2.586 4.217
H 0.470 -1.945 -0.957
O -2.032 2.058 1.334
H 2.247 -3.737 -1.095
H -2.864 2.368 1.766
H 1.177 4.802 -0.549
H -1.284 0.334 -3.049
O 2.751 -1.080 0.904
H -0.758 -1.182 3.103
H 0.161 4.927 0.502
H 3.411 0.855 -2.286
O 0.257 -0.602 -0.145
H -3.693 1.119 3.698
O 1.105 4.860 0.370
O -0.581 1.045 -1.917
H -3.984 -1.091 -2.418
H -1.303 -2.685 3.502
H -1.479 2.836 1.022
H -2.776 -0.941 -3.088
H 1.389 -1.177 -2.163
H 2.683 -1.966 0.692
H 3.981 -0.410 -3.070
O -1.434 -0.289 -3.808
O -4.948 -1.096 1.219
H -1.629 2.263 3.063
H 3.420 0.081 -0.065
H -3.998 -1.377 1.278
H -1.442 -1.275 -3.487
O -3.222 -1.396 -2.392
H 0.446 -3.639 0.514
O 2.711 -4.159 -0.528
H 1.657 1.872 -1.215
O 0.815 3.156 2.442
H 1.731 -0.914 0.535
H 0.354 1.031 -2.262
H -0.089 -3.215 -1.466
O 2.038 2.687 -1.397
H 2.817 2.652 -0.718
H 0.521 3.793 1.908
H 2.055 -1.864 -3.461
O 3.478 0.946 -0.384
O 2.157 -1.296 -2.730
H -0.730 -0.727 0.267
O -1.446 -1.892 2.874
H -0.443 0.436 -1.149
O -4.184 1.351 2.868
O 0.581 -2.843 -1.092
O 0.365 -3.905 1.365
H 0.788 2.299 2.063
H 2.434 -3.918 0.315
O 3.987 0.561 -3.073
H -4.962 -0.760 0.295

## Properties
DFT total energy in eV: -39501.57439
Charge: -1
ΔE to the lowest compared entry with this formula, charge and spin in kJ/mol: 647.1
Orbital gap in eV: 9.2

Which charges does Mulliken predict for the atoms? In e, they are: H 0.3115; O -0.6209; H 0.2189; H 0.3842; H 0.2984; H 0.3170; O -0.6380; H 0.3708; H 0.3582; H 0.3009; H 0.5155; O -0.8260; H 0.3437; H 0.2934; H 0.4493; O -0.8099; H 0.3360; O -0.6048; O -0.9182; H 0.2079; H 0.2984; H 0.2464; H 0.4047; H 0.2394; H 0.3243; H 0.3005; O -0.8135; O -0.6920; H 0.3952; H 0.3428; H 0.3324; H 0.2548; O -0.5386; H 0.3870; O -0.6122; H 0.2193; O -0.5416; H 0.3490; H 0.3391; H 0.1165; O -0.6286; H 0.3823; H 0.2150; H 0.1982; O -0.5544; O -0.4614; H 0.0906; O -0.6159; H 0.4763; O -0.7149; O -0.5238; O -0.6278; H 0.3231; H 0.2091; O -0.7301; H 0.3225

***

# 2
The following is a quantum chemistry calculation of H39O20 as an isolated structure at a distorted geometry, from the OMol25 dataset.

Element x y z (Å)
H 0.402 -4.661 2.155
H -0.381 -3.960 1.299
H -1.863 -2.168 0.779
O -2.533 2.348 1.356
H 1.220 -3.793 -2.538
O -2.047 -0.968 2.739
H -1.413 -0.561 2.035
H 0.931 3.603 0.676
H 3.210 1.145 -0.380
H 0.884 -0.711 -2.112
O -0.004 1.434 -3.791
H 0.341 -2.665 -2.769
H -3.155 -1.545 0.421
H -0.425 -0.653 -2.812
H -3.241 1.837 0.897
H 3.103 4.816 1.096
H -1.108 -2.927 3.792
H 1.024 0.066 0.743
H -4.437 -2.724 -2.406
O -2.711 1.743 -1.800
O 1.154 2.888 1.396
H 3.206 3.582 0.170
O 2.899 4.568 0.139
H -1.958 1.012 -1.845
O -0.219 -4.136 2.157
H 0.819 5.437 -0.580
H -0.794 1.237 -0.314
O -0.707 4.154 3.312
H -0.188 1.678 -2.739
H 0.065 -4.851 -1.241
H 3.230 0.009 -1.802
O 0.122 -5.390 -0.288
O 0.097 5.417 -1.060
H -1.253 -1.820 4.847
O -0.252 1.040 -1.100
H -0.845 -5.586 -0.173
H -1.578 3.896 2.863
H -2.207 1.803 1.984
H -0.744 5.579 -0.628
O 3.616 2.125 0.280
H -0.069 3.765 2.895
O -3.964 -3.439 -2.899
O 0.330 -0.540 1.084
H -2.207 2.359 -2.307
H -2.475 -1.662 2.259
O 2.847 0.123 -0.857
H 0.612 -1.399 1.373
O 3.246 -2.558 0.387
H 0.734 0.958 -0.743
O 0.358 -3.663 -2.847
H -2.991 -3.365 -2.632
H 4.577 2.052 0.080
O -0.616 -2.480 4.465
O 0.495 -1.036 -2.947
O -2.612 -2.213 0.083
H 3.283 -1.684 -0.011
H -0.064 2.248 -4.267
H 2.135 2.836 1.303
H 4.117 -2.598 0.820

## Properties
DFT total energy in eV: -41582.60396
Charge: -1
ΔE to the lowest compared entry with this formula, charge and spin in kJ/mol: 598.1
Orbital gap in eV: 9.2

Which charges does Mulliken predict for the atoms? In e, they are: H 0.1680; H 0.3062; H 0.0929; O -0.6231; H 0.2878; O -0.5278; H 0.3650; H 0.3715; H 0.3484; H 0.3422; O -0.6496; H 0.5119; H 0.3490; H 0.3294; H 0.2730; H 0.3244; H 0.2887; H 0.1304; H 0.3121; O -0.6674; O -0.6111; H 0.3877; O -0.7303; H 0.3741; O -0.4290; H 0.2579; H 0.1804; O -0.6124; H 0.2823; H 0.3984; H 0.1891; O -0.7194; O -0.6042; H 0.2977; O -0.0294; H 0.3173; H 0.3247; H 0.3097; H 0.3105; O -0.9920; H 0.3450; O -0.6432; O -0.4672; H 0.3089; H 0.2725; O -0.7490; H 0.2481; O -0.6141; H -0.0063; O -0.7405; H 0.3249; H 0.2272; O -0.5983; O -0.7717; O -0.5916; H 0.3611; H 0.2917; H 0.2770; H 0.2907

***

# 3
The following is a quantum chemistry calculation of a 2-piece molecular cluster, H3IN2 overall at a distorted geometry, from the OMol25 dataset.

Element x y z (Å)
N 0.203 -0.432 0.489
H -0.495 1.500 -0.108
H -1.595 0.159 -0.058
I 2.249 0.030 0.062
H 0.370 -1.766 -0.616
N -0.732 0.510 0.231

## Properties
DFT total energy in eV: -11123.40455
2S+1: 3
Charge: 0
ΔE to the lowest compared entry with this formula, charge and spin in kJ/mol: 287.5
Orbital gap (alpha / beta) in eV: 6.7 / 8.5

Which charges does Mulliken predict for the atoms? In e, they are: N -0.3756; H 0.2782; H 0.2233; I 0.0728; H 0.0371; N -0.2358

***

# 4
The following is a quantum chemistry calculation of one molecule with the formula H3INOP at a distorted geometry, from the OMol25 dataset.

Element x y z (Å)
P 1.236 -0.291 0.424
H 1.084 1.972 0.960
H -1.023 -0.357 0.142
N -0.148 -0.748 -0.318
H -0.337 -0.397 -1.232
O 0.575 1.192 0.720
I 0.844 -1.125 2.675

## Properties
DFT total energy in eV: -20972.58388
2S+1: 3
Charge: 0
ΔE to the lowest compared entry with this formula, charge and spin in kJ/mol: 62.8
Orbital gap (alpha / beta) in eV: 5.9 / 6.2

Which charges does Mulliken predict for the atoms? In e, they are: P 0.1841; H 0.3036; H 0.3188; N -0.6019; H 0.2903; O -0.4241; I -0.0708

***

# 5
The following is a quantum chemistry calculation of a 2-piece molecular cluster, H3INPS overall at a distorted geometry, from the OMol25 dataset.

Element x y z (Å)
H -0.031 -0.330 2.067
H -0.636 1.412 -0.748
H 1.020 -0.185 -2.592
N -0.555 0.441 -0.460
I -1.411 -0.328 2.742
P 0.302 -0.844 -1.458
S 1.311 -0.165 0.449

## Properties
SMILES string: [nH]1[pH]s1.I
DFT total energy in eV: -29760.56786
Charge: 0
ΔE to the lowest compared entry with this formula, charge and spin in kJ/mol: 148.7
Orbital gap in eV: 8.1

Which charges does Mulliken predict for the atoms? In e, they are: H 0.0191; H 0.2307; H 0.0869; N -0.3469; I -0.0571; P 0.1885; S -0.1211

***

# 6
The following is a quantum chemistry calculation of a 2-piece molecular cluster, H3IP2S2 overall at a distorted geometry, from the OMol25 dataset.

Element x y z (Å)
H 0.593 0.320 1.933
S -1.332 0.411 -1.145
I 2.856 -1.363 1.568
H -1.049 0.655 -2.341
P 1.753 0.749 1.160
S 2.943 2.196 2.088
H -0.819 -1.022 0.591
P -0.286 -1.292 -0.580

## Properties
DFT total energy in eV: -48395.45573
Charge: 0
ΔE to the lowest compared entry with this formula, charge and spin in kJ/mol: 271.4
Orbital gap (alpha / beta) in eV: 7.7 / 5.4

Which charges does Mulliken predict for the atoms? In e, they are: H 0.1379; S -0.1855; I 0.0308; H 0.1332; P 0.0112; S -0.2167; H 0.0304; P 0.0587

***

# 7
The following is a quantum chemistry calculation of one molecule with the formula H3N3 at a distorted geometry, from the OMol25 dataset.

Element x y z (Å)
H 1.753 0.288 0.263
H 0.849 -1.086 0.155
N -0.038 0.512 -0.125
H -2.089 0.655 -0.101
N 1.037 -0.195 -0.171
N -1.512 -0.174 -0.022

## Properties
SMILES string: [H]/N=N/N
DFT total energy in eV: -4514.47856
Charge: 0
ΔE to the lowest compared entry with this formula, charge and spin in kJ/mol: 524.2
Orbital gap (alpha / beta) in eV: 8.9 / 9.9

Which charges does Mulliken predict for the atoms? In e, they are: H 0.2574; H 0.2610; N -0.1426; H 0.2084; N -0.1921; N -0.3921

***

# 8
The following is a quantum chemistry calculation of a 3-piece molecular cluster, H3N3O2 overall at a distorted geometry, from the OMol25 dataset.

Element x y z (Å)
O 10.735 -1.237 -0.888
N -5.451 -1.234 -0.467
H 9.824 1.944 -0.065
H -5.893 -1.531 0.367
N 10.563 1.606 -0.598
H -5.976 -0.379 -0.655
O 9.903 -0.633 1.064
N 10.480 -0.376 -0.053

## Properties
DFT total energy in eV: -8605.95287
2S+1: 3
Charge: -2
ΔE to the lowest compared entry with this formula, charge and spin in kJ/mol: 91.3
Orbital gap (alpha / beta) in eV: 6.0 / 5.4

Which charges does Mulliken predict for the atoms? In e, they are: O -0.5320; N -0.5568; H 0.1842; H -0.2278; N -0.4106; H -0.2154; O -0.5438; N 0.3022

***

# 9
The following is a quantum chemistry calculation of a 2-piece molecular cluster, H3N3O2 overall at a distorted geometry, from the OMol25 dataset.

Element x y z (Å)
N 0.401 0.996 0.488
H -0.259 1.570 0.072
N -1.413 -0.638 -1.068
O -3.268 0.158 0.055
H -1.770 -1.160 -1.958
N -2.117 -0.138 -0.222
H 0.569 0.145 -0.143
O -0.842 0.404 1.045

## Properties
DFT total energy in eV: -8606.27876
Charge: 0
ΔE to the lowest compared entry with this formula, charge and spin in kJ/mol: 346.3
Orbital gap (alpha / beta) in eV: 9.1 / 9.2

Which charges does Mulliken predict for the atoms? In e, they are: N -0.3949; H 0.3053; N -0.5195; O -0.5002; H 0.2904; N 0.8480; H 0.3244; O -0.3535

***

# 10
The following is a quantum chemistry calculation of an isolated ion of composition H3N3O2P and charge -1 at a distorted geometry, from the OMol25 dataset.

Element x y z (Å)
N 1.622 0.471 0.431
H 1.381 1.195 -0.241
H -0.956 -0.836 -1.550
N -0.217 -0.222 -1.294
H -0.435 0.777 -1.548
O 0.339 -1.894 0.554
O -1.058 0.260 1.118
N -1.032 0.717 2.292
P 0.357 -0.468 0.239

## Properties
DFT total energy in eV: -17902.26808
Charge: -1
ΔE to the lowest compared entry with this formula, charge and spin in kJ/mol: 373.6
Orbital gap (alpha / beta) in eV: 7.8 / 7.8

Which charges does Mulliken predict for the atoms? In e, they are: N -0.7545; H 0.1751; H 0.2382; N -0.6491; H 0.2498; O -0.6799; O -0.1791; N -0.2467; P 0.8462

***

# 11
The following is a quantum chemistry calculation of a 2-piece molecular cluster, H3N3O3 overall at a distorted geometry, from the OMol25 dataset.

Element x y z (Å)
O 2.588 0.338 0.242
N 0.633 0.040 1.198
N -0.014 -0.175 -0.839
H -0.224 1.740 1.586
N 1.655 0.936 0.645
H 0.870 -0.558 -0.964
O 1.454 2.117 0.647
H -0.931 -0.525 -0.776
O -0.308 0.662 1.817

## Properties
DFT total energy in eV: -10652.00146
2S+1: 3
Charge: 0
ΔE to the lowest compared entry with this formula, charge and spin in kJ/mol: 480.5
Orbital gap (alpha / beta) in eV: 9.5 / 8.0

Which charges does Mulliken predict for the atoms? In e, they are: O -0.5511; N -0.1528; N -0.4099; H 0.4070; N 1.1173; H 0.2813; O -0.6646; H 0.2375; O -0.2648

***

# 12
The following is a quantum chemistry calculation of a 2-piece molecular cluster, H3N4O2 overall at a distorted geometry, from the OMol25 dataset.

Element x y z (Å)
H -0.203 0.384 -0.359
N 1.445 -2.531 0.123
N 1.221 -1.946 -0.973
O 0.462 -2.512 0.947
N -1.186 0.126 -0.340
H -1.064 -0.859 -0.071
H -1.636 0.287 -1.294
O 2.372 -3.475 0.151
N 1.378 -1.053 -1.706

## Properties
DFT total energy in eV: -10099.37606
Charge: -1
ΔE to the lowest compared entry with this formula, charge and spin in kJ/mol: 100.1
Orbital gap (alpha / beta) in eV: 7.4 / 7.4

Which charges does Mulliken predict for the atoms? In e, they are: H 0.2516; N 0.7980; N 0.1422; O -0.7167; N -0.7524; H 0.2820; H 0.2058; O -0.7245; N -0.4859

***

# 13
The following is a quantum chemistry calculation of a 2-piece molecular cluster, H3N5O3S overall at a distorted geometry, from the OMol25 dataset.

Element x y z (Å)
N 0.070 -1.264 0.465
H 3.805 0.334 0.235
N 3.097 0.086 -0.431
O -2.842 -0.712 -0.196
H -2.141 -0.839 1.479
N -2.434 -0.004 -1.164
N 2.018 -0.056 0.312
H 3.007 0.662 -1.304
N 1.101 -0.794 0.342
O -1.692 0.989 -1.076
S -1.140 1.914 0.163
O -2.847 -0.318 1.175

## Properties
DFT total energy in eV: -24464.65629
Charge: 0
Orbital gap (alpha / beta) in eV: 7.8 / 7.4

Which charges does Mulliken predict for the atoms? In e, they are: N -0.7140; H 0.2580; N -0.4311; O -0.1129; H 0.3631; N 0.4023; N -0.3984; H 0.2565; N 1.0264; O -0.1890; S -0.2156; O -0.2452

***

# 14
The following is a quantum chemistry calculation of a 2-piece molecular cluster, H3NO2S overall at a distorted geometry, from the OMol25 dataset.

Element x y z (Å)
H -2.609 -0.168 -1.442
N 1.204 0.046 0.187
O 0.186 0.774 0.334
H 1.203 -0.777 0.851
O -1.332 -0.399 0.213
S -2.693 0.166 -0.009
H 1.727 -0.092 -0.701

## Properties
DFT total energy in eV: -16463.70901
Charge: 0
ΔE to the lowest compared entry with this formula, charge and spin in kJ/mol: 479.7
Orbital gap (alpha / beta) in eV: 8.0 / 9.2

Which charges does Mulliken predict for the atoms? In e, they are: H 0.1409; N -0.1462; O -0.2831; H 0.2640; O -0.3125; S 0.0964; H 0.2405

***

# 15
The following is a quantum chemistry calculation of H3NO2Si as an isolated structure at a distorted geometry, from the OMol25 dataset.

Element x y z (Å)
H -0.598 -1.366 -0.078
H 0.868 0.800 -1.186
Si -0.247 0.053 0.090
N -1.821 0.831 -0.500
O -1.991 2.034 -0.312
O -2.461 0.069 -1.241
H 0.449 0.557 1.397

## Properties
DFT total energy in eV: -13507.01954
Charge: 0
ΔE to the lowest compared entry with this formula, charge and spin in kJ/mol: 121.8
Orbital gap in eV: 10.5

Which charges does Mulliken predict for the atoms? In e, they are: H -0.0254; H -0.0083; Si 0.3119; N 0.7538; O -0.5115; O -0.4989; H -0.0215

***

# 16
The following is a quantum chemistry calculation of H3NO3S as an isolated structure at a distorted geometry, from the OMol25 dataset.

Element x y z (Å)
O -1.159 -0.290 -1.156
O -1.318 0.608 -2.161
H 1.395 0.604 2.246
S 0.953 -0.854 0.516
H -0.094 -0.141 2.465
N 0.626 0.187 1.771
O 0.536 -0.235 -0.799
H -0.939 0.121 -2.882

## Properties
DFT total energy in eV: -18510.38978
Charge: 0
ΔE to the lowest compared entry with this formula, charge and spin in kJ/mol: 561.7
Orbital gap (alpha / beta) in eV: 8.9 / 8.6

Which charges does Mulliken predict for the atoms? In e, they are: O -0.1256; O -0.2637; H 0.2551; S 0.2002; H 0.2719; N -0.4642; O -0.2201; H 0.3464

***

# 17
The following is a quantum chemistry calculation of a 2-piece molecular cluster, H3NO3Si overall at a distorted geometry, from the OMol25 dataset.

Element x y z (Å)
N -2.386 -2.447 0.911
Si -0.415 0.093 -0.057
O -1.928 -0.196 0.148
O -3.437 -2.454 1.364
H 0.324 0.427 1.175
H 0.239 -1.108 -0.640
O -1.434 -3.031 0.637
H -0.262 1.183 -1.039

## Properties
DFT total energy in eV: -15552.88243
Charge: 0
ΔE to the lowest compared entry with this formula, charge and spin in kJ/mol: 409.9
Orbital gap (alpha / beta) in eV: 9.6 / 6.9

Which charges does Mulliken predict for the atoms? In e, they are: N 0.9394; Si 0.4435; O -0.3108; O -0.3710; H -0.1246; H -0.1236; O -0.3494; H -0.1037